C43H38F8N2O3S as an isolated structure in a non-equilibrium geometry, computed with wB97M-V/def2-TZVPD.

ORCA input file:
```
! RIJCOSX wB97M-V def2-TZVPD def2/J DEFGRID3
* xyz 0 1
H -2.428 -5.483 3.562
H 0.094 1.604 -5.526
C 1.500 0.238 -0.425
F 0.777 -1.180 -2.375
C 1.898 5.637 7.495
C 1.062 -2.259 1.583
H -2.749 -6.182 1.909
H 0.569 5.165 3.282
H 1.742 1.284 -0.181
C 1.109 5.279 2.354
H -4.549 0.748 -6.983
C -0.970 -7.005 -4.561
H -3.729 -0.189 -4.830
C 3.189 3.327 6.644
F -1.639 -7.546 -1.048
H 3.072 5.665 -0.952
H -1.407 0.250 -4.104
C -0.880 -6.896 -3.180
H -0.727 2.505 -7.692
O 1.381 0.985 3.093
C 0.382 -3.564 1.787
C -3.392 4.375 -0.579
H -4.056 4.999 -1.164
C 1.968 6.683 0.597
F 1.423 0.689 -4.089
C -3.809 3.875 0.648
C -3.071 0.405 -5.451
H 2.044 3.553 4.832
C 2.051 -3.193 -0.483
C -1.375 1.919 -7.052
C 2.516 5.571 -0.027
C -2.677 1.671 -7.439
C -0.245 -5.944 1.119
C 3.456 3.851 7.903
C -1.911 -7.852 -5.133
S 2.622 -4.615 -2.298
C -2.960 3.071 1.396
N 2.788 -3.148 -1.584
C 1.183 0.030 -1.891
H -0.273 3.046 -0.657
C 2.579 -0.780 0.133
H -2.157 -4.507 2.056
F 2.875 3.243 -0.062
H 3.014 5.410 9.311
C 2.809 5.004 8.329
F 0.750 5.711 5.440
O 1.875 -0.307 2.899
C -1.765 0.651 -5.045
C 2.271 3.951 5.813
H -0.076 -0.571 2.273
H -1.982 -7.933 -6.210
C -1.700 2.790 0.908
C -1.728 -7.647 -2.391
H 3.696 2.430 6.311
H 0.565 -0.003 0.133
C 0.777 -1.182 2.631
C 1.856 -2.106 0.470
H -4.797 4.110 1.023
O -0.756 -6.014 2.441
C 1.647 4.165 1.726
C 1.356 -4.469 -0.244
H -0.304 -6.428 -5.191
C 1.640 5.100 6.250
H 0.457 -1.659 3.583
H 3.293 -0.995 -0.686
H -0.159 -6.236 -2.716
N 1.626 -5.333 -1.221
H -1.118 -5.921 0.431
C -2.122 4.077 -1.057
H 1.527 3.177 2.149
H 2.087 7.663 0.155
H 1.390 6.541 7.806
H 1.162 1.391 2.237
H 4.170 3.360 8.552
C -1.268 3.283 -0.306
C -0.918 1.409 -5.843
H 0.845 7.406 2.277
F -0.868 2.011 1.638
H -0.243 -3.665 2.684
H -1.797 4.464 -2.015
H 0.379 -6.804 0.828
C 2.346 4.326 0.545
C -2.666 -8.497 -2.943
H -3.314 -9.074 -2.296
C -3.533 0.922 -6.653
H 3.129 -0.359 0.985
C -2.090 -5.518 2.512
H -3.270 2.665 2.350
C -2.760 -8.596 -4.324
C 0.505 -4.609 0.916
H -3.496 -9.253 -4.770
F -3.123 2.168 -8.607
F 1.071 2.280 -2.416
C 1.240 1.011 -2.805
C 1.268 6.537 1.789
*
```

Computed properties:
HOMO energy ... -8.752 eV
HOMO-LUMO gap ... 8.1646 eV
LUMO energy ... -0.588 eV